[1]
Entry from the Open Molecules 2025 dataset: a molecular structure, C8H13F6N3O9S2Te4V (ωB97M-V with the def2-TZVPD basis set).

CARTESIAN COORDINATES (ANGSTROEM)
Te -4.95 -3.00 -1.30
Te -1.72 -5.51 -0.91
Te -0.83 -3.10 -0.03
Te -2.96 -1.50 -0.32
V -0.59 -0.61 0.69
S 1.38 -1.66 1.15
S 1.34 1.07 1.37
F 1.24 1.78 3.87
F -0.06 2.95 2.55
F 0.37 -3.41 3.02
F -0.73 1.10 3.39
F 1.26 -1.64 3.87
F 2.50 -3.16 2.99
O 0.44 1.00 0.19
O -3.35 3.18 1.23
O -0.12 -0.71 -1.76
O -0.83 -1.10 2.18
O 2.21 2.21 1.41
O -2.32 1.19 1.06
O 2.67 -0.23 -1.28
O 0.46 1.00 -3.09
O 2.41 -2.47 0.50
N 2.04 -0.26 1.77
N -2.52 2.60 -0.74
N -2.02 1.68 -1.62
C -2.69 2.22 0.54
C 2.14 -0.63 -2.55
C 0.69 -0.05 -2.47
C 2.95 0.03 -3.65
C 2.13 -2.15 -2.70
C 1.33 -2.51 2.87
C -3.63 2.81 2.59
C 0.32 1.69 2.88
H 1.16 -2.57 -2.42
H -4.19 1.88 2.62
H -2.70 1.37 -2.30
H -2.71 2.70 3.15
H -4.23 3.63 2.99
H -1.13 1.91 -2.06
H 2.87 -2.60 -2.03
H 2.36 -2.45 -3.72
H 2.90 1.11 -3.55
H 2.55 -0.23 -4.63
H -2.92 3.48 -1.03
H 3.48 -0.73 -1.11
H 3.99 -0.30 -3.60

The charge is -2. The value obtained for the highest occupied orbital energy (spin up / spin down) is -0.0406 / -0.0350 hartree. As for the molecular weight: 1034.67 g mol⁻¹. For the relative energy (zero: lowest compared OMol25 entry of this formula, charge and spin), the calculation gives 4.734 eV. The value obtained for the electronic energy is -124239.8012 eV. The calculation puts the strongest force on any atom at 4.59 eV Å⁻¹. The value obtained for the gap between HOMO and LUMO (spin up / spin down) is 5.13 / 4.60 eV. As for the spin multiplicity: 2.

How is the electron density shared among the atoms? According to Löwdin, the charges in e are: atom 1 (Te): -0.2664, atom 2 (Te): -0.1707, atom 3 (Te): 0.3666, atom 4 (Te): 0.2287, atom 5 (V): 0.0641, atom 6 (S): 0.6951, atom 7 (S): 0.6122, atom 8 (F): 0.1034, atom 9 (F): 0.0994, atom 10 (F): 0.0977, atom 11 (F): 0.1276, atom 12 (F): 0.1148, atom 13 (F): 0.1014, atom 14 (O): -0.3681, atom 15 (O): -0.0330, atom 16 (O): -0.2132, atom 17 (O): -0.4786, atom 18 (O): -0.2714, atom 19 (O): -0.0447, atom 20 (O): -0.0453, atom 21 (O): -0.0072, atom 22 (O): -0.4161, atom 23 (N): -0.3436, atom 24 (N): 0.0099, atom 25 (N): 0.0559, atom 26 (C): -0.5553, atom 27 (C): -0.5050, atom 28 (C): -0.5997, atom 29 (C): -0.0469, atom 30 (C): -0.0141, atom 31 (C): -0.7133, atom 32 (C): -0.0473, atom 33 (C): -0.6334, atom 34 (H): 0.0516, atom 35 (H): 0.1006, atom 36 (H): 0.0921, atom 37 (H): 0.0779, atom 38 (H): 0.0856, atom 39 (H): 0.0683, atom 40 (H): 0.0745, atom 41 (H): 0.0762, atom 42 (H): 0.0761, atom 43 (H): 0.0809, atom 44 (H): 0.1464, atom 45 (H): 0.0887, atom 46 (H): 0.0776


[2]
Entry from the Open Molecules 2025 dataset: 2 unconnected molecules or ions with the total composition C8H13F8NO3P (ωB97M-V with the def2-TZVPD basis set).

CARTESIAN COORDINATES (ANGSTROEM)
P -3.00 -1.67 0.07
F 2.39 -1.17 -2.86
F 2.37 0.76 -1.84
F 3.82 0.88 0.45
F 2.57 -1.50 0.48
F 4.94 0.32 -1.35
F 6.42 0.11 0.83
F 3.81 -2.23 -1.15
F 4.94 -1.16 1.81
O -4.68 1.81 -0.33
O -4.42 1.33 1.75
O 0.43 0.08 -0.22
N -4.64 2.12 0.84
C -0.62 -0.32 0.61
C -4.85 3.55 1.22
C 5.46 -0.81 0.62
C -2.00 -0.20 -0.09
C 3.23 -1.12 -0.64
C 0.74 -0.81 -1.26
C 2.19 -0.56 -1.67
C 4.36 -0.14 -0.23
H -4.26 -1.49 -0.50
H -5.71 3.58 1.88
H -3.18 -2.02 1.41
H 0.64 -1.85 -0.95
H -0.44 -1.34 0.99
H -1.92 0.02 -1.15
H -2.42 -2.77 -0.57
H -2.61 0.59 0.36
H -5.02 4.11 0.31
H 5.89 -1.68 0.13
H -0.61 0.35 1.47
H 0.13 -0.64 -2.16
H -3.96 3.88 1.74

The charge is +1. The value obtained for the highest occupied orbital energy is -0.5163 hartree. As for the molecular weight: 354.15 g mol⁻¹. The value obtained for the electronic energy is -47157.3993 eV. The calculation puts the strongest force on any atom at 0.30 eV Å⁻¹. The value obtained for the gap between HOMO and LUMO is 10.72 eV.

How is the electron density shared among the atoms? According to Löwdin, the charges in e are: atom 1 (P): 1.0855, atom 2 (F): 0.1381, atom 3 (F): 0.1519, atom 4 (F): 0.1640, atom 5 (F): 0.1320, atom 6 (F): 0.1576, atom 7 (F): 0.1209, atom 8 (F): 0.1533, atom 9 (F): 0.1080, atom 10 (O): 0.0615, atom 11 (O): 0.0394, atom 12 (O): -0.1005, atom 13 (N): -0.4437, atom 14 (C): -0.2388, atom 15 (C): 0.0696, atom 16 (C): -0.3005, atom 17 (C): -0.3340, atom 18 (C): -0.3315, atom 19 (C): -0.0970, atom 20 (C): -0.4126, atom 21 (C): -0.3905, atom 22 (H): 0.0181, atom 23 (H): 0.1104, atom 24 (H): 0.0248, atom 25 (H): 0.1458, atom 26 (H): 0.1219, atom 27 (H): 0.1089, atom 28 (H): 0.0133, atom 29 (H): 0.0512, atom 30 (H): 0.1029, atom 31 (H): 0.1742, atom 32 (H): 0.1413, atom 33 (H): 0.1457, atom 34 (H): 0.1088


[3]
Entry from the Open Molecules 2025 dataset: a molecular structure, C8H13FN2S (ωB97M-V with the def2-TZVPD basis set).

CARTESIAN COORDINATES (ANGSTROEM)
S -0.14 -1.33 -2.53
F -3.75 0.26 0.69
N -1.74 -0.30 -0.32
N -0.65 -0.95 0.03
C -2.13 -1.33 1.62
C 1.65 -1.77 -0.55
C -2.62 -0.47 0.67
C 0.43 -0.91 -0.94
C 0.24 2.42 0.82
C -0.81 -1.52 1.25
C 0.80 1.01 -1.16
C 1.30 1.65 0.08
H -0.03 -2.05 1.80
H -1.19 -0.62 -2.11
H 2.29 -1.29 0.23
H 1.18 -2.75 -0.35
H -2.51 -1.50 2.60
H 0.62 2.75 1.78
H 2.00 0.82 0.44
H 1.94 2.37 -0.25
H -0.68 2.03 0.96
H 2.20 -2.05 -1.38
H -0.11 1.33 -1.64
H 1.54 0.89 -1.93
H 0.17 3.31 0.20

The value obtained for the highest occupied orbital energy (spin up / spin down) is -0.1395 / -0.3167 hartree. As for the molecular weight: 188.27 g mol⁻¹. The value obtained for the electronic energy is -25031.8354 eV. The calculation puts the strongest force on any atom at 4.87 eV Å⁻¹. The value obtained for the gap between HOMO and LUMO (spin up / spin down) is 4.52 / 5.53 eV. As for the spin multiplicity: 3.

How is the electron density shared among the atoms? According to Löwdin, the charges in e are: atom 1 (S): 0.8925, atom 2 (F): 0.0909, atom 3 (N): 0.0421, atom 4 (N): -0.1775, atom 5 (C): -0.0271, atom 6 (C): -0.0894, atom 7 (C): -0.3596, atom 8 (C): -0.6996, atom 9 (C): -0.0718, atom 10 (C): -0.1051, atom 11 (C): -0.0880, atom 12 (C): -0.2644, atom 13 (H): 0.1083, atom 14 (H): -0.1043, atom 15 (H): 0.0903, atom 16 (H): 0.0893, atom 17 (H): 0.0987, atom 18 (H): 0.0787, atom 19 (H): 0.1304, atom 20 (H): 0.0676, atom 21 (H): 0.0258, atom 22 (H): 0.0357, atom 23 (H): 0.0711, atom 24 (H): 0.0774, atom 25 (H): 0.0880


[4]
Entry from the Open Molecules 2025 dataset: a gas-phase ion, C8H13IN (charge +1) (ωB97M-V with the def2-TZVPD basis set).

CARTESIAN COORDINATES (ANGSTROEM)
I 3.45 0.02 -0.02
N 0.59 -0.78 0.00
C -0.14 -0.72 1.34
C -0.45 -0.84 -1.12
C 0.70 1.74 -0.17
C -0.77 1.42 0.03
C 1.39 0.38 -0.38
C -1.01 0.42 1.33
C -1.21 0.50 -1.14
C 1.58 -1.91 0.00
H -0.96 1.09 2.23
H 0.03 -0.98 -2.09
H -1.15 -1.78 -0.95
H 0.68 2.22 -1.10
H -1.23 1.02 -2.13
H 1.58 -2.48 -0.96
H -2.04 0.17 1.17
H -2.29 0.42 -1.13
H -0.59 -1.63 1.34
H -1.34 2.27 0.12
H 1.05 2.52 0.50
H 1.45 -2.40 0.97
H 0.68 -0.68 2.17

The charge is +1. The value obtained for the highest occupied orbital energy (spin up / spin down) is -0.4601 / -0.4499 hartree. As for the molecular weight: 250.10 g mol⁻¹. For the relative energy (zero: lowest compared OMol25 entry of this formula, charge and spin), the calculation gives 3.687 eV. The value obtained for the electronic energy is -18085.7678 eV. The calculation puts the strongest force on any atom at 5.30 eV Å⁻¹. The value obtained for the gap between HOMO and LUMO (spin up / spin down) is 7.78 / 7.44 eV.

How is the electron density shared among the atoms? According to Löwdin, the charges in e are: atom 1 (I): 1.1234, atom 2 (N): -0.3552, atom 3 (C): -0.1113, atom 4 (C): -0.0738, atom 5 (C): -0.1524, atom 6 (C): -0.2273, atom 7 (C): -0.5392, atom 8 (C): -0.0982, atom 9 (C): -0.1306, atom 10 (C): -0.1027, atom 11 (H): 0.1493, atom 12 (H): 0.1375, atom 13 (H): 0.1844, atom 14 (H): 0.1032, atom 15 (H): 0.1384, atom 16 (H): 0.1045, atom 17 (H): 0.1133, atom 18 (H): 0.1129, atom 19 (H): 0.1002, atom 20 (H): 0.1225, atom 21 (H): 0.1342, atom 22 (H): 0.0842, atom 23 (H): 0.1829